Arrangement i

Here is 2 unconnected molecules or ions with the total composition C4H11N2 from OMol25. Energies are from ωB97M-V with the def2-TZVPD basis set.

Each line ends with the natural charge from an NBO analysis.
Geometry (Å):
C (-0.958, -0.742, -0.287)  0.153
C (2.505, 0.691, 1.213)  -0.017
C (2.280, -0.165, -1.049)  -0.462
C (-3.109, 0.148, 0.598)  -0.417
N (1.799, 0.080, 0.326)  -0.470
N (-1.951, 0.089, -0.379)  -0.415
H (-0.929, -1.377, 0.559)  0.211
H (-0.025, -0.810, -0.847)  0.260
H (3.518, 1.095, 0.959)  0.172
H (2.102, 0.875, 2.242)  0.196
H (1.494, -0.040, -1.704)  0.178
H (3.153, 0.431, -1.546)  0.220
H (2.494, -1.275, -1.154)  0.223
H (-3.354, -0.878, 0.629)  0.228
H (-2.974, 0.493, 1.568)  0.248
H (-3.904, 0.787, 0.147)  0.245
H (-2.140, 0.599, -1.273)  0.446

Properties
* HOMO-LUMO gap: 8.53 eV
* charge: +1
* LUMO: -4.92 eV
* spin multiplicity: 1

***

Arrangement ii

Here is a gas-phase ion, C4H11N2 (charge +1) from OMol25. Energies are from ωB97M-V with the def2-TZVPD basis set.

Each line ends with the natural charge from an NBO analysis.
Geometry (Å):
C (0.800, 0.678, 1.309)  -0.231
C (-0.314, -0.204, 1.691)  -0.311
C (-0.653, -0.689, -0.708)  -0.107
C (0.509, 1.079, -1.887)  -0.474
N (0.551, -0.047, -1.034)  -0.311
N (-0.455, -1.295, 0.652)  -0.496
H (0.648, 1.732, 1.203)  0.221
H (1.811, 0.328, 1.390)  0.213
H (-0.127, -0.698, 2.652)  0.252
H (-1.261, 0.337, 1.736)  0.237
H (-1.555, -0.053, -0.682)  0.199
H (-0.838, -1.523, -1.403)  0.242
H (1.276, 1.791, -1.577)  0.240
H (0.818, 0.734, -2.886)  0.246
H (-0.467, 1.574, -1.960)  0.189
H (0.452, -1.779, 0.605)  0.445
H (-1.194, -1.965, 0.899)  0.444

Properties
* HOMO-LUMO gap (spin up / spin down): 8.40 / 9.39 eV
* charge: +1
* LUMO (spin up / spin down): -4.63 / -4.35 eV
* spin multiplicity: 1

***

Arrangement iii

Here is 2 unconnected molecules or ions with the total composition C4H11N2 from OMol25. Energies are from ωB97M-V with the def2-TZVPD basis set.

Each line ends with the natural charge from an NBO analysis.
Geometry (Å):
C (-1.617, 1.145, -0.025)  -0.668
C (-1.150, -0.270, -0.188)  0.255
C (-0.493, -0.717, -1.273)  -0.638
N (-1.354, -1.054, 0.927)  -0.807
H (-1.059, 1.645, 0.763)  0.225
H (-2.678, 1.148, 0.204)  0.244
H (-1.501, 1.713, -0.944)  0.237
H (-0.229, -1.759, -1.376)  0.220
H (-0.351, -0.092, -2.138)  0.232
H (-2.106, -0.760, 1.533)  0.397
H (-1.366, -2.050, 0.768)  0.394
C (2.569, 0.978, 0.160)  0.140
N (2.013, -0.155, 0.196)  -0.578
H (3.506, 1.141, 0.676)  0.229
H (2.096, 1.780, -0.393)  0.227
H (1.076, -0.325, -0.270)  0.456
H (2.428, -0.910, 0.734)  0.434

Properties
* HOMO-LUMO gap: 7.64 eV
* charge: +1
* LUMO: -4.94 eV
* spin multiplicity: 1

***

Arrangement iv

Here is a gas-phase ion, C4H11N2 (charge +1) from OMol25. Energies are from ωB97M-V with the def2-TZVPD basis set.

Each line ends with the natural charge from an NBO analysis.
Geometry (Å):
C (-0.539, 1.004, -2.254)  -0.628
C (-0.424, 1.315, -0.719)  -0.459
C (0.086, 0.249, 0.254)  0.117
C (-0.524, -0.451, 1.304)  0.020
N (0.106, -1.346, 2.066)  -0.894
N (1.167, -0.574, -0.344)  -0.734
H (-1.445, 0.356, -2.504)  0.233
H (-0.756, 2.019, -2.764)  0.260
H (0.383, 0.639, -2.647)  0.190
H (0.339, 2.070, -0.799)  0.235
H (-1.425, 1.706, -0.285)  0.256
H (-1.521, -0.297, 1.719)  0.220
H (0.022, -1.203, 3.086)  0.424
H (-0.309, -2.290, 1.842)  0.402
H (0.940, -0.843, -1.367)  0.467
H (2.133, -0.263, -0.272)  0.436
H (1.141, -1.155, 0.425)  0.455

Properties
* SMILES: CC/C([NH3+])=C/N
* HOMO-LUMO gap: 10.41 eV
* charge: +1
* LUMO: -3.63 eV
* spin multiplicity: 1

***

Relative energies in kJ/mol: arrangement i 168.6; arrangement ii 240.4; arrangement iii 0.0; arrangement iv 141.1

***

Arrangement i

Here is a gas-phase ion, C4H11N2 (charge +1) from OMol25. Energies are from ωB97M-V with the def2-TZVPD basis set.

Each line ends with the natural charge from an NBO analysis.
Geometry (Å):
C (0.456, 0.573, -0.633)  -0.184
C (-0.797, 0.755, 0.441)  -0.275
C (-2.679, -0.661, -0.262)  0.097
C (2.556, -0.267, 0.196)  -0.435
N (1.103, -0.493, -0.192)  -0.656
N (-1.999, 0.415, -0.206)  -0.361
H (-0.064, 0.693, -1.608)  0.197
H (1.191, 1.408, -0.594)  0.224
H (-0.535, 0.039, 1.177)  0.248
H (-0.924, 1.748, 0.726)  0.229
H (-3.586, -0.781, -0.864)  0.231
H (-2.483, -1.565, 0.231)  0.223
H (3.202, -1.206, 0.163)  0.236
H (3.199, 0.472, -0.387)  0.201
H (2.399, 0.196, 1.189)  0.202
H (-2.474, 1.195, -0.633)  0.433
H (1.112, -1.368, -0.816)  0.389

Properties
* SMILES: C=[NH+]CCNC
* HOMO-LUMO gap: 7.86 eV
* charge: +1
* LUMO: -5.00 eV
* spin multiplicity: 1

***

Arrangement ii

Here is 2 unconnected molecules or ions with the total composition C4H11N2 from OMol25. Energies are from ωB97M-V with the def2-TZVPD basis set.

Each line ends with the natural charge from an NBO analysis.
Geometry (Å):
C (0.619, 3.011, -2.720)  -0.142
C (0.682, 1.802, -2.135)  -0.345
C (-0.092, -2.824, 2.149)  -0.414
C (-0.198, 1.416, -1.090)  0.261
N (-0.060, 0.303, -0.435)  -0.612
N (-0.694, -1.498, 2.161)  -0.883
H (1.323, 3.295, -3.486)  0.235
H (-0.118, 3.745, -2.440)  0.215
H (1.447, 1.094, -2.432)  0.238
H (0.982, -2.727, 2.297)  0.200
H (-0.490, -3.483, 2.926)  0.192
H (-0.281, -3.287, 1.181)  0.192
H (-0.997, 2.091, -0.801)  0.233
H (0.688, -0.341, -0.681)  0.426
H (-0.625, 0.016, 0.367)  0.467
H (-1.707, -1.585, 2.105)  0.365
H (-0.481, -1.027, 3.034)  0.371

Properties
* HOMO-LUMO gap: 7.85 eV
* charge: +1
* LUMO: -5.26 eV
* spin multiplicity: 1

***

Relative energies in kJ/mol: arrangement i 189.3; arrangement ii 0.0

***

Arrangement i

Here is a gas-phase ion, C4H11N2 (charge +1) from OMol25. Energies are from ωB97M-V with the def2-TZVPD basis set.

Each line ends with the natural charge from an NBO analysis.
Geometry (Å):
C (-1.964, -0.486, 0.741)  -0.269
C (-1.298, -0.964, -0.460)  -0.183
C (1.791, 1.065, 0.166)  -0.416
C (0.085, -0.659, -0.716)  -0.202
N (-1.935, -1.953, 0.431)  -0.489
N (0.423, 0.847, -0.442)  -0.524
H (-1.242, -0.073, 1.564)  0.188
H (-2.876, 0.046, 0.507)  0.233
H (-1.973, -0.950, -1.329)  0.231
H (2.577, 0.786, -0.443)  0.240
H (1.865, 2.094, 0.451)  0.239
H (2.018, 0.405, 0.938)  0.235
H (0.555, -0.912, -1.646)  0.252
H (0.746, -1.143, 0.080)  0.222
H (-1.237, -2.362, 1.091)  0.359
H (-0.310, 1.234, 0.164)  0.436
H (0.188, 1.607, -1.163)  0.449

Properties
* SMILES: C[NH2+]C[C@@H]1CN1
* HOMO-LUMO gap: 10.50 eV
* charge: +1
* LUMO: -3.61 eV
* spin multiplicity: 1

***

Arrangement ii

Here is a gas-phase ion, C4H11N2 (charge +1) from OMol25. Energies are from ωB97M-V with the def2-TZVPD basis set.

Each line ends with the natural charge from an NBO analysis.
Geometry (Å):
C (0.303, 0.712, -2.301)  -0.618
C (-0.259, -0.379, -1.340)  -0.449
C (-0.161, -0.062, 0.137)  0.099
C (-0.895, -0.726, 1.099)  0.044
N (-0.857, -0.525, 2.506)  -0.930
N (1.048, 0.441, 0.795)  -0.687
H (1.156, 1.194, -1.932)  0.191
H (-0.367, 1.610, -2.421)  0.233
H (0.464, 0.209, -3.287)  0.251
H (-1.308, -0.349, -1.403)  0.250
H (0.140, -1.385, -1.525)  0.242
H (-1.697, -1.433, 0.744)  0.213
H (-0.403, -1.139, 3.210)  0.428
H (-1.299, 0.328, 2.821)  0.417
H (1.933, -0.026, 0.589)  0.432
H (1.241, 1.378, 0.580)  0.435
H (0.962, 0.153, 1.728)  0.451

Properties
* SMILES: CC/C([NH3+])=C/N
* HOMO-LUMO gap: 10.06 eV
* charge: +1
* LUMO: -3.83 eV
* spin multiplicity: 1

***

Arrangement iii

Here is 2 unconnected molecules or ions with the total composition C4H11N2 from OMol25. Energies are from ωB97M-V with the def2-TZVPD basis set.

Each line ends with the natural charge from an NBO analysis.
Geometry (Å):
C (-1.506, -0.554, 0.017)  -0.197
C (-0.656, 0.325, -0.445)  -0.164
C (-3.048, -0.416, 0.055)  -0.635
C (1.300, -0.291, -0.078)  0.165
N (2.009, -0.689, -1.089)  -0.811
N (2.002, 1.113, 0.843)  -0.836
H (-1.236, -1.340, 0.667)  0.211
H (-0.789, 1.237, -1.056)  0.226
H (-3.353, -0.543, 1.055)  0.231
H (-3.344, 0.615, -0.256)  0.223
H (-3.573, -1.154, -0.649)  0.248
H (1.041, -0.952, 0.811)  0.219
H (2.100, -0.074, -1.962)  0.422
H (2.778, -1.320, -0.901)  0.411
H (2.272, 1.874, 0.202)  0.422
H (2.838, 0.807, 1.365)  0.424
H (1.165, 1.361, 1.421)  0.440

Properties
* HOMO-LUMO gap: 10.63 eV
* charge: +1
* LUMO: -3.23 eV
* spin multiplicity: 1

***

Relative energies in kJ/mol: arrangement i 83.0; arrangement ii 0.0; arrangement iii 132.6

***

Arrangement i

Here is a gas-phase ion, C4H11N2 (charge +1) from OMol25. Energies are from ωB97M-V with the def2-TZVPD basis set.

Each line ends with the natural charge from an NBO analysis.
Geometry (Å):
C (-0.361, 0.691, -1.974)  -0.646
C (0.661, 1.433, -1.149)  -0.412
C (0.402, 1.273, 0.358)  -0.206
N (0.437, -0.157, 0.788)  -0.497
C (-0.606, -0.947, 0.970)  0.392
N (-0.463, -2.228, 1.251)  -0.720
H (-1.399, 0.952, -1.707)  0.208
H (-0.232, 1.121, -2.967)  0.248
H (-0.445, -0.398, -2.047)  0.215
H (1.673, 1.068, -1.359)  0.215
H (0.539, 2.503, -1.350)  0.244
H (1.152, 1.753, 0.980)  0.233
H (-0.638, 1.591, 0.530)  0.209
H (1.347, -0.573, 0.624)  0.406
H (-1.533, -0.401, 1.071)  0.230
H (-1.302, -2.625, 1.634)  0.450
H (0.454, -2.573, 1.019)  0.432

Properties
* SMILES: CCCNC=[NH2+]
* HOMO-LUMO gap: 11.39 eV
* charge: +1
* LUMO: -3.68 eV
* spin multiplicity: 1

***

Arrangement ii

Here is a gas-phase ion, C4H11N2 (charge +1) from OMol25. Energies are from ωB97M-V with the def2-TZVPD basis set.

Each line ends with the natural charge from an NBO analysis.
Geometry (Å):
C (-0.003, -1.773, 0.735)  -0.179
C (0.546, -0.781, -0.261)  -0.470
C (-0.286, 0.428, -0.564)  -0.382
C (0.295, 1.398, -1.236)  0.088
N (-0.090, 2.573, -1.918)  -0.862
N (-0.452, -0.969, 2.088)  -0.717
H (0.783, -2.624, 0.994)  0.257
H (-1.018, -2.230, 0.516)  0.221
H (1.490, -0.358, 0.189)  0.227
H (0.782, -1.263, -1.205)  0.266
H (-1.286, 0.512, -0.520)  0.203
H (1.378, 1.218, -1.475)  0.170
H (-1.026, 2.785, -2.485)  0.427
H (0.548, 3.348, -1.726)  0.404
H (0.181, -0.141, 2.190)  0.445
H (-1.527, -0.683, 1.787)  0.479
H (-0.313, -1.441, 2.890)  0.424

Properties
* SMILES: N/C=C/CC[NH3+]
* HOMO-LUMO gap: 8.18 eV
* charge: +1
* LUMO: -3.76 eV
* spin multiplicity: 1

***

Relative energies in kJ/mol: arrangement i 0.0; arrangement ii 238.3

***

Arrangement i

Here is 2 unconnected molecules or ions with the total composition C4H5F2N from OMol25. Energies are from ωB97M-V with the def2-TZVPD basis set.

Each line ends with the natural charge from an NBO analysis.
Geometry (Å):
C (-3.505, 0.611, -0.114)  -0.483
C (-2.654, 0.030, 0.459)  -0.030
C (0.656, -0.550, -0.205)  -0.387
C (1.264, 0.920, -0.255)  0.546
N (-0.012, -0.929, 0.949)  -0.265
F (2.242, 1.082, 0.653)  -0.344
F (0.263, 1.717, 0.108)  -0.337
H (-3.938, 1.513, -0.406)  0.227
H (-0.080, -0.582, -1.136)  0.299
H (1.493, -1.117, -0.469)  0.244
H (1.667, 1.346, -1.205)  0.144
H (-0.078, -0.083, 1.647)  0.386

Properties
* HOMO-LUMO gap: 6.29 eV
* LUMO: -3.55 eV
* spin multiplicity: 1

***

Arrangement ii

Here is C4H5F2N in the gas phase from OMol25. Energies are from ωB97M-V with the def2-TZVPD basis set.

Each line ends with the natural charge from an NBO analysis.
Geometry (Å):
C (1.257, -0.600, 0.040)  0.159
C (-0.162, -1.251, 0.011)  -0.595
C (0.356, 1.541, -0.057)  -0.261
C (-1.164, -0.013, -0.028)  0.691
N (1.337, 0.661, 0.145)  -0.416
F (-1.957, 0.105, 1.077)  -0.363
F (-2.005, 0.126, -0.998)  -0.328
H (2.125, -1.180, 0.002)  0.187
H (-0.194, -2.049, -0.754)  0.248
H (-0.297, -1.756, 0.985)  0.247
H (0.443, 2.033, -1.121)  0.215
H (0.260, 2.382, 0.699)  0.216

Properties
* HOMO-LUMO gap: 9.15 eV
* LUMO: 0.90 eV
* spin multiplicity: 1

***

Relative energies in kJ/mol: arrangement i 579.0; arrangement ii 0.0

***

Arrangement i

Here is C4H5F2N in the gas phase from OMol25. Energies are from ωB97M-V with the def2-TZVPD basis set.

Each line ends with the natural charge from an NBO analysis.
Geometry (Å):
C (-1.677, -1.374, -1.581)  -0.345
C (-1.088, -0.406, -1.141)  0.145
C (-0.004, 0.603, 0.900)  -0.285
C (1.387, 0.034, 0.788)  0.550
N (-0.736, 0.704, -0.564)  -0.639
F (2.095, 0.821, -0.023)  -0.328
F (1.339, -1.271, 0.323)  -0.335
H (-1.932, -2.201, -2.193)  0.232
H (-0.820, 0.086, 1.540)  0.245
H (-0.081, 1.601, 1.321)  0.228
H (1.865, 0.086, 1.906)  0.134
H (-0.347, 1.318, -1.277)  0.399

Properties
* SMILES: C#CNCC(F)F
* HOMO-LUMO gap: 9.23 eV
* LUMO: 0.85 eV
* spin multiplicity: 1

***

Arrangement ii

Here is 2 unconnected molecules or ions with the total composition C4H5F2N from OMol25. Energies are from ωB97M-V with the def2-TZVPD basis set.

Each line ends with the natural charge from an NBO analysis.
Geometry (Å):
C (0.317, -1.248, 1.192)  0.422
C (-0.046, 1.373, -1.291)  -0.602
C (0.142, -1.808, 0.070)  -0.652
C (-0.048, 1.975, -2.477)  0.759
N (0.285, -0.576, 2.180)  -0.634
F (0.928, 2.217, -3.321)  -0.294
F (-1.220, 2.348, -2.934)  -0.309
H (-0.929, 1.431, -0.773)  0.225
H (0.801, 0.848, -0.798)  0.221
H (0.285, -1.124, -0.837)  0.247
H (-0.127, -2.764, -0.079)  0.236
H (1.093, -0.505, 2.784)  0.380

Properties
* SMILES: C=C(F)F.C=C=N
* HOMO-LUMO gap: 10.05 eV
* LUMO: 0.84 eV
* spin multiplicity: 1

***

Relative energies in kJ/mol: arrangement i 31.7; arrangement ii 0.0